Entry 1:
Formula: C28H76F3O18
Source: the OMol25 dataset
Level of theory: wB97M-V/def2-TZVPD

Atoms and positions in Å:
C: -0.7262 -0.6404 -2.4210
O: 0.3251 0.3351 -2.3245
O: -1.2291 -0.5571 -3.6699
C: -0.2172 -2.0346 -1.9799
F: 0.6147 -1.9531 -0.8770
F: -1.2622 -2.8155 -1.6335
F: 0.5297 -2.6628 -2.9287
C: 0.4698 0.9308 -1.0539
C: -0.4778 2.1095 -0.8043
H: -0.5057 2.2500 0.2847
H: -0.1931 3.0299 -1.3021
H: -1.5353 1.8618 -0.9471
H: 1.4662 1.3793 -0.9967
H: 0.4362 0.1906 -0.2534
H: -1.5500 -0.3893 -1.7310
C: 4.2767 2.7033 0.8179
O: 3.6394 2.9969 2.0271
C: 2.2871 3.3370 1.8713
C: 1.7861 4.0076 3.1362
O: 2.5093 5.2262 3.2627
C: 2.0469 6.0254 4.3115
H: 4.0567 1.6890 0.4650
H: 5.3544 2.8456 0.8910
H: 3.9646 3.3798 0.0090
H: 1.6476 2.4921 1.5993
H: 2.1851 4.0993 1.0912
H: 1.9983 3.4595 4.0588
H: 0.7153 4.2023 3.0237
H: 0.9899 6.2982 4.1692
H: 2.5847 6.9735 4.3175
H: 2.1654 5.5391 5.2874
C: 3.3192 -4.1283 -0.3012
O: 3.6059 -5.3564 -0.9421
C: 3.2512 -6.4459 -0.1238
C: 3.4491 -7.7415 -0.8558
O: 4.8029 -8.0469 -1.0184
C: 4.9964 -9.2719 -1.6365
H: 3.5950 -3.2997 -0.9443
H: 3.8233 -4.0469 0.6699
H: 2.2451 -4.1068 -0.0833
H: 2.2533 -6.3520 0.3211
H: 3.9449 -6.4381 0.7361
H: 2.9051 -7.6511 -1.8069
H: 2.9468 -8.5228 -0.2671
H: 6.0342 -9.5758 -1.7900
H: 4.4687 -9.3178 -2.5969
H: 4.6521 -10.1458 -1.0528
C: -0.2249 6.4192 1.2616
O: -0.0375 6.4996 -0.1299
C: -1.2064 6.0910 -0.7982
C: -1.1408 6.4475 -2.2532
O: -0.9803 7.8454 -2.4121
C: -0.9625 8.1951 -3.7737
H: -0.9167 7.1860 1.6194
H: 0.7292 6.4615 1.7893
H: -0.5983 5.4265 1.5575
H: -2.1204 6.4981 -0.3523
H: -1.3061 4.9961 -0.7920
H: -2.0083 6.0864 -2.8217
H: -0.3000 5.9450 -2.7547
H: -0.2812 7.5762 -4.3643
H: -0.7015 9.2431 -3.8989
H: -1.9665 8.0682 -4.1977
C: -0.8291 -4.4591 1.2403
O: -0.7513 -4.8786 2.5875
C: -1.6900 -4.1783 3.3525
C: -1.7501 -4.6009 4.8117
O: -0.4921 -4.2420 5.3842
C: -0.4543 -4.6167 6.7517
H: -0.4833 -3.4232 1.1918
H: -1.8525 -4.5457 0.8596
H: -0.2196 -5.0768 0.5828
H: -2.6939 -4.3648 2.9395
H: -1.5567 -3.0936 3.2994
H: -1.9583 -5.6622 4.9826
H: -2.5721 -4.0503 5.2820
H: -0.4813 -5.7118 6.7953
H: -1.2659 -4.2365 7.3796
H: 0.4948 -4.2537 7.1427
C: -3.2944 2.0625 2.8644
O: -2.3348 1.1206 3.2482
C: -1.0224 1.6660 3.3116
C: -0.0092 0.5918 3.6828
O: -0.0549 -0.4388 2.7379
C: 0.8568 -1.4941 2.9759
H: -3.7394 2.6081 3.7037
H: -4.1360 1.5597 2.3794
H: -2.9389 2.7706 2.1069
H: -1.0474 2.4419 4.0809
H: -0.7503 2.0696 2.3346
H: -0.2269 0.2131 4.6881
H: 0.9784 1.0656 3.7319
H: 1.7901 -1.1737 3.4494
H: 1.0690 -1.9483 2.0095
H: 0.4365 -2.2684 3.6252
O: -0.1091 -2.3403 -5.5517
H: 0.7166 -2.6332 -5.1602
H: -0.5008 -1.7450 -4.8731
O: -2.4761 -0.8508 -6.7970
H: -2.9816 -0.0465 -6.9517
H: -1.9510 -0.6593 -6.0073
C: 2.1496 1.0749 -4.8334
O: 1.0191 0.5443 -5.5017
H: 1.8990 1.7995 -4.0474
H: 2.6827 0.2689 -4.3166
H: 2.8067 1.5818 -5.5403
H: 0.5500 0.1066 -4.7660
C: -4.6811 -1.5504 -2.9364
O: -3.7119 -2.2479 -3.6956
H: -5.5950 -2.1428 -2.9113
H: -4.3592 -1.3554 -1.9091
H: -4.9100 -0.6027 -3.4330
H: -2.9126 -1.6895 -3.6726
C: -1.5093 3.1783 -4.0851
O: -2.2455 2.0618 -4.5821
H: -0.4690 2.8376 -4.1637
H: -1.5802 4.0864 -4.6837
H: -1.7572 3.3753 -3.0379
H: -1.7537 1.2778 -4.2810
C: -3.4618 -1.6343 1.1558
O: -3.2834 -1.3582 2.5309
H: -4.3895 -2.1643 0.9440
H: -3.4583 -0.6995 0.5800
H: -2.6342 -2.2145 0.7302
H: -2.7372 -0.5563 2.5956

Calculated values
Total charge   -1
Lowest unoccupied orbital energy   1.956 eV
Gap between HOMO and LUMO   8.133 eV
HOMO   -6.2 eV

Entry 2:
Formula: C3H6N2O
Source: the OMol25 dataset
Level of theory: wB97M-V/def2-TZVPD

Atoms and positions in Å:
N: 0.3900 -0.0172 2.4085
C: 0.5603 0.5075 1.3099
C: 0.9534 1.2066 0.2554
O: 1.4410 0.6232 -0.8787
H: -0.5165 -0.4697 2.5483
H: 0.6576 2.2516 0.2067
H: 0.6736 0.1663 -1.3136
C: -0.8573 -0.6941 -1.2709
N: -1.0572 -0.6719 -0.0095
H: -1.3124 0.0834 -1.8893
H: -0.3457 -1.5116 -1.7871
H: -0.5868 -1.4742 0.4203

Calculated values
Total charge   0
Lowest unoccupied orbital energy   0.621 eV
Gap between HOMO and LUMO   9.232 eV
SMILES   N=C=CO.C=N
ΔE to the lowest compared entry with this formula, charge and spin   405.3 kJ/mol
HOMO   -8.6 eV

Entry 3:
Formula: F6H20O10P
Source: the OMol25 dataset
Level of theory: wB97M-V/def2-TZVPD

Atoms and positions in Å:
P: -0.1937 -0.5618 -0.1088
F: -0.7548 -1.9910 -0.8005
F: 1.2237 -0.6626 -0.8561
F: -0.8432 0.4264 -1.2461
F: 0.3638 0.8053 0.5500
F: -1.6378 -0.4359 0.6296
F: 0.3882 -1.3765 1.2019
O: -1.1930 -1.9656 -3.3435
H: -0.9072 -1.5767 -2.5169
H: -1.1851 -2.9088 -3.1804
O: -1.7371 0.6578 2.9955
H: -1.1431 0.1502 3.5484
H: -1.6119 0.2997 2.1167
O: -4.1922 1.8144 2.3312
H: -3.5215 1.1530 2.1607
H: -4.3030 2.2651 1.4940
O: -1.4822 3.2270 -2.1001
H: -1.3441 2.3067 -1.8759
H: -1.4563 3.2474 -3.0568
O: 2.0072 1.9558 -1.7499
H: 1.4288 1.9251 -0.9878
H: 1.4723 1.6233 -2.4707
O: -2.5345 -2.9393 1.3887
H: -2.1038 -2.1715 1.0131
H: -3.3911 -2.9665 0.9624
O: 2.8435 -2.9290 -2.5971
H: 2.2160 -2.2070 -2.6330
H: 2.3143 -3.6962 -2.3791
O: 1.8488 0.1419 2.9037
H: 1.2049 -0.3217 2.3682
H: 2.6929 -0.2129 2.6248
O: 3.8624 -0.2705 -0.1033
H: 2.9312 -0.3082 -0.3216
H: 3.8918 -0.3962 0.8452
O: 1.4570 2.9512 0.9024
H: 1.0140 2.1423 1.1588
H: 2.3747 2.8054 1.1321

Calculated values
Total charge   0
Lowest unoccupied orbital energy (alpha / beta)   -0.634 / -8.246 eV
Gap between HOMO and LUMO (alpha / beta)   10.081 / 2.469 eV
<S²>   0.7576
Spin multiplicity   2
ΔE to the lowest compared entry with this formula, charge and spin   74.7 kJ/mol
HOMO (alpha / beta)   -10.7 / -10.7 eV

Entry 4:
Formula: C3H2OPr
Source: the OMol25 dataset
Level of theory: wB97M-V/def2-TZVPD

Atoms and positions in Å:
C: 2.2671 -0.6448 0.7310
C: 1.3269 -1.1647 0.0642
C: 0.1985 -1.3282 -0.5587
H: -2.1586 2.3930 -0.3169
H: 3.2053 -0.3648 1.1946
O: -2.4271 1.5206 -0.0311
Pr: -2.4122 -0.4110 -1.0830

Calculated values
Total charge   +2
Lowest unoccupied orbital energy (alpha / beta)   -11.577 / -10.396 eV
Gap between HOMO and LUMO (alpha / beta)   5.791 / 9.722 eV
<S²>   3.7877
Spin multiplicity   4
HOMO (alpha / beta)   -17.4 / -20.1 eV

Entry 5:
Formula: C5H4N2
Source: the OMol25 dataset
Level of theory: wB97M-V/def2-TZVPD

Atoms and positions in Å:
C: -1.0771 2.5304 -0.6518
C: -0.6128 1.4748 -0.3610
C: -0.0727 0.2087 -0.0497
C: 0.5200 -0.2353 1.1061
C: 0.7482 -1.5982 0.8684
N: 0.3515 -1.9671 -0.3448
N: -0.1415 -0.8571 -0.8904
H: -1.0601 3.2928 -1.3898
H: 0.6980 0.3571 1.9898
H: 1.1823 -2.3197 1.5426
H: -0.5359 -0.8863 -1.8194

Calculated values
Total charge   0
Lowest unoccupied orbital energy   0.840 eV
Gap between HOMO and LUMO   9.996 eV
SMILES   C#Cc1ccn[nH]1
ΔE to the lowest compared entry with this formula, charge and spin   210.3 kJ/mol
HOMO   -9.2 eV

Entry 6:
Formula: C3H7N3
Source: the OMol25 dataset
Level of theory: wB97M-V/def2-TZVPD

Atoms and positions in Å:
H: -1.9174 -1.2124 -1.0983
N: -0.8759 -1.0814 -0.8139
C: -0.8497 -0.0398 -0.1069
N: -1.8585 0.8640 0.3070
C: 0.5195 0.5006 0.2567
C: 1.5568 -0.3923 0.8055
N: 1.7841 0.1302 -0.5571
H: -2.7958 0.5180 -0.2101
H: -1.7296 1.3158 1.1901
H: 0.5803 1.4962 0.7036
H: 2.3218 0.1196 1.4203
H: 1.4452 -1.4747 0.8726
H: 1.3883 -0.5628 -1.1618

Calculated values
Total charge   0
Lowest unoccupied orbital energy   0.796 eV
Gap between HOMO and LUMO   10.265 eV
SMILES   [H]/N=C(\N)[C@H]1CN1
ΔE to the lowest compared entry with this formula, charge and spin   177.3 kJ/mol
HOMO   -9.5 eV

Entry 7:
Formula: C4H15N2O
Source: the OMol25 dataset
Level of theory: wB97M-V/def2-TZVPD

Atoms and positions in Å:
N: 0.6427 0.2261 -2.2098
C: -0.4075 1.2181 -2.1165
O: 0.1307 2.2613 -1.3339
H: 0.3230 -0.5563 -2.7706
H: 1.4777 0.6127 -2.6401
H: -0.7843 1.5861 -3.0773
H: -1.2583 0.7558 -1.6048
H: -0.5120 2.9742 -1.2527
C: 0.1315 -0.2372 1.4824
C: -0.3435 -1.6723 1.3604
C: -1.5692 -1.9279 2.2431
N: 1.2989 0.0381 0.5913
H: -0.6590 0.4595 1.2077
H: 0.4633 0.0078 2.4943
H: 0.4631 -2.3441 1.6571
H: -0.5892 -1.8826 0.3181
H: -1.2928 -1.7898 3.2919
H: -2.3645 -1.2192 2.0172
H: -1.9325 -2.9458 2.1254
H: 2.0688 -0.6398 0.8025
H: 1.0197 0.0287 -0.4158
H: 1.6562 0.9989 0.8312

Calculated values
Total charge   0
Lowest unoccupied orbital energy (alpha / beta)   0.655 / 0.470 eV
Gap between HOMO and LUMO (alpha / beta)   3.360 / 10.877 eV
<S²>   0.7506
Spin multiplicity   2
ΔE to the lowest compared entry with this formula, charge and spin   140.7 kJ/mol
HOMO (alpha / beta)   -2.7 / -10.4 eV

Entry 8:
Formula: C16H13N4O9PS
Source: the OMol25 dataset
Level of theory: wB97M-V/def2-TZVPD

Atoms and positions in Å:
O: 0.6053 -0.9692 2.9071
O: -2.7292 0.0831 -1.0380
O: 4.3745 5.7017 3.8299
O: -1.7796 -6.8980 -4.9526
O: -3.7468 -5.4933 -5.3988
N: 0.1855 -1.6098 -0.2963
N: -0.1478 2.0677 1.5068
N: -0.6067 1.5913 0.4324
O: 2.3071 -1.1720 1.5232
O: 2.6113 4.8330 5.3147
O: 4.3305 3.7180 4.2002
O: -3.7774 -6.9382 -3.4404
C: 1.0646 -0.8422 1.7778
C: -1.6546 -0.2490 -0.6072
C: 0.0837 -0.7758 0.7872
C: 1.4742 5.2718 0.2479
C: 0.5501 4.1732 0.2345
C: -0.6950 -3.7092 -1.9713
C: -2.6311 -2.3466 -2.6106
C: 2.2969 5.3923 1.3953
C: 1.3132 3.5168 2.4951
C: -1.1243 -4.7317 -2.7558
C: -3.1276 -3.5013 -3.3293
C: 0.4692 3.3297 1.3717
C: -1.3957 -2.4519 -1.8687
C: 2.3043 4.5320 2.5619
C: -2.3717 -4.7096 -3.3195
N: -0.9274 -1.3615 -1.0756
C: -0.9694 0.1959 0.6205
P: 3.3382 4.6986 3.9343
S: -2.8282 -6.0524 -4.4422
H: 2.6095 -1.5187 2.3257
H: 3.3230 4.9290 5.8824
H: 4.9427 4.4991 4.0119
H: -4.3315 -7.4442 -4.0501
H: 1.5244 5.8427 -0.6859
H: -0.0032 3.7784 -0.6961
H: 0.2379 -3.7690 -1.4730
H: -3.0952 -1.4579 -2.6700
H: 2.9033 6.2447 1.3155
H: 1.2947 2.7432 3.2011
H: -0.5362 -5.7031 -2.6641
H: -3.9428 -3.3569 -4.0256
H: -1.7227 -0.0810 1.4941

Calculated values
Total charge   0
Lowest unoccupied orbital energy   -1.493 eV
Gap between HOMO and LUMO   7.781 eV
ΔE to the lowest compared entry with this formula, charge and spin   389.6 kJ/mol
HOMO   -9.3 eV

Entry 9:
Formula: C2H4N2OP2
Source: the OMol25 dataset
Level of theory: wB97M-V/def2-TZVPD

Atoms and positions in Å:
C: 0.8004 0.7947 -0.4780
C: -0.3743 1.4333 -0.5925
N: 0.9682 -0.5135 -0.2651
N: -1.6251 1.0934 -0.1880
O: 0.7594 -2.9627 0.0721
P: -2.2944 0.4278 1.1353
P: 0.0881 -1.5838 0.4514
H: 1.6221 1.5104 -0.8213
H: -0.3044 2.4796 -0.9845
H: 1.5696 -3.1581 -0.4344
H: -1.2096 0.4789 2.1050

Calculated values
Total charge   0
Lowest unoccupied orbital energy (alpha / beta)   -0.377 / -2.139 eV
Gap between HOMO and LUMO (alpha / beta)   6.031 / 7.172 eV
<S²>   2.0260
Spin multiplicity   3
ΔE to the lowest compared entry with this formula, charge and spin   0.0 kJ/mol
HOMO (alpha / beta)   -6.4 / -9.3 eV

Entry 10:
Formula: C3H10N2O
Source: the OMol25 dataset
Level of theory: wB97M-V/def2-TZVPD

Atoms and positions in Å:
C: 1.3279 -1.3571 -1.1080
C: 0.1516 -0.6781 -0.4549
C: -0.6506 0.1983 -1.0405
N: -1.6877 0.8994 -0.4173
N: -0.1842 -1.1343 0.8750
H: 1.9122 -1.9441 -0.4078
H: 1.9423 -0.5906 -1.5883
H: 1.0090 -1.9602 -1.9701
H: -0.4440 0.4889 -2.0540
H: -1.8892 0.7303 0.5482
H: -1.8732 1.8023 -0.8103
H: 0.4521 -1.8605 1.1669
H: -1.1536 -1.4319 0.8628
H: 0.4933 1.0135 1.3039
H: 1.5657 2.0755 1.2050
O: 0.7955 1.8325 1.7319

Calculated values
Total charge   -1
Lowest unoccupied orbital energy (alpha / beta)   4.299 / 4.231 eV
Gap between HOMO and LUMO (alpha / beta)   3.069 / 7.884 eV
<S²>   0.7504
Spin multiplicity   2
ΔE to the lowest compared entry with this formula, charge and spin   51.8 kJ/mol
HOMO (alpha / beta)   1.2 / -3.7 eV

no.,total energy (eV)
1,-75270.31164
2,-8232.49792
3,-46394.25804
4,-19235.40802
5,-8227.31345
6,-7692.84169
7,-9415.72847
8,-61309.76259
9,-25740.65767
10,-8299.12678